Density functional theory data (the ωB97M-V functional and the def2-TZVPD basis) for a molecular structure, C18H24Br24NO4S3.

DFT total energy = -1742249.087 eV
Gap between HOMO and LUMO = 0.259 Eh
Max |F| = 5.52 eV/A
Total charge = +1
HOMO level = -11.46 eV

Cartesian coordinates (Å):
C1 3.7404 0.6851 1.2697
C2 3.1470 0.3382 -0.1172
C3 3.0932 1.6479 -0.9046
O1 3.1868 1.4635 -2.3403
C4 2.5128 2.5018 -2.8916
O2 2.9971 3.5300 -3.0176
C5 1.0654 2.2480 -3.3114
S1 0.0292 3.0947 -2.0567
C6 -0.6959 1.7620 -1.0549
C7 -2.1374 1.3555 -1.4409
S2 -3.0314 1.9870 0.0481
C8 -1.5943 1.8629 1.0352
N1 -0.4813 1.7716 0.3797
O3 1.8151 -0.1494 0.1612
C9 1.2507 -0.8680 -0.8182
O4 1.6936 -1.0378 -1.8702
C10 -0.1294 -1.4194 -0.4207
S3 -0.8748 -2.5063 -1.6459
H1 3.4382 -0.1308 1.9333
H2 4.8181 0.8097 1.2336
H3 3.2157 1.5767 1.6305
H4 3.7858 -0.3899 -0.6152
H5 2.2203 2.2466 -0.6165
H6 3.9897 2.2151 -0.6240
H7 0.9009 2.6258 -4.3180
H8 0.8794 1.1701 -3.2717
H9 -0.1250 0.8739 -1.3767
H10 -2.3016 0.2814 -1.3709
H11 -2.3616 1.8318 -2.3880
H12 -1.6918 1.8652 2.1099
H13 0.4372 1.6662 0.8503
H14 0.0367 -2.0202 0.4777
H15 -0.7513 -0.5666 -0.1232
H16 -0.6107 -2.0224 -2.8799
C11 -4.8181 -3.5254 0.0373
Br1 -6.6934 -3.8104 0.3714
Br2 -4.3167 -1.6813 0.3203
Br3 -3.7125 -4.7262 1.0587
H17 -4.6439 -3.7439 -1.0074
C12 1.3427 -0.7286 3.7083
Br4 0.2344 0.3149 2.5001
Br5 1.6621 -2.4944 3.0189
Br6 2.9744 0.1882 4.1314
H18 0.7873 -0.8401 4.6313
C13 6.5461 2.6329 -4.0669
Br7 5.9041 1.7228 -5.6408
Br8 6.8299 1.4068 -2.6037
Br9 8.1210 3.6797 -4.4348
H19 5.7693 3.3198 -3.7580
C14 -7.4164 -7.9578 0.0940
Br10 -8.7327 -8.9934 -0.8594
Br11 -6.8207 -8.8531 1.6932
Br12 -5.9376 -7.4616 -1.0435
H20 -7.8981 -7.0408 0.4046
C15 0.1991 7.2947 -1.1778
Br13 -0.3425 6.9902 -3.0014
Br14 -0.3309 5.8157 -0.0524
Br15 2.0829 7.6622 -1.0344
H21 -0.3260 8.1711 -0.8239
C16 -4.9290 -7.3720 5.2400
Br16 -3.7386 -7.4201 3.7200
Br17 -6.5998 -6.5019 4.8184
Br18 -5.2034 -9.1278 5.9840
H22 -4.4464 -6.7756 6.0010
C17 -0.8588 4.4348 -6.1362
Br19 0.4470 3.8120 -7.4084
Br20 -1.0925 6.3451 -6.2188
Br21 -2.5362 3.4971 -6.3104
H23 -0.4733 4.2117 -5.1504
C18 3.5675 -0.4636 8.2071
Br22 4.4656 -2.1497 7.9570
Br23 1.7826 -0.4936 7.4672
Br24 3.5587 0.0812 10.0526
H24 4.1263 0.2805 7.6564



Density functional theory data (the ωB97M-V functional and the def2-TZVPD basis) for a molecular structure, C18H24Br3F3N2OP.

DFT total energy = -251633.663 eV
Gap between HOMO and LUMO = 0.294 Eh
Max |F| = 7.20 eV/A
Total charge = +1
HOMO level = -11.23 eV

Cartesian coordinates (Å):
C1 -4.8679 1.4757 -0.7057
C2 -3.6419 1.6287 -1.1904
C3 -2.0670 1.9510 -1.4634
C4 -1.3800 2.5380 -0.0857
C5 0.1648 1.9619 -0.0593
N1 0.1394 0.7306 0.7708
C6 0.4449 -0.6133 0.2777
P1 0.9865 -1.3635 -1.3504
C7 2.5913 -2.3491 -0.9115
C8 1.5804 -0.1238 -2.6435
C9 2.8195 0.8442 -2.1386
C10 0.2038 -1.5133 1.5382
C11 0.3075 -3.1208 1.6817
O1 -0.9024 -3.7425 2.2063
C12 -2.0690 -3.3842 1.4650
F1 -2.7665 -2.2251 2.0130
F2 -3.0085 -4.4831 1.6483
F3 -1.8817 -3.2704 0.0519
N2 -0.1746 -0.7164 2.7208
C13 -0.4962 -1.1938 4.1078
C14 0.4885 -0.4979 5.2032
C15 1.5511 0.0088 5.8057
C16 -0.1975 0.6756 2.2130
C17 -0.5465 1.9586 3.1341
H1 -6.0000 1.3913 -0.5354
H2 -1.5694 0.9450 -1.7524
H3 -1.9588 2.7160 -2.3144
H4 -2.0248 2.1283 0.7698
H5 -1.4081 3.6988 -0.1220
H6 0.4593 1.8372 -1.1551
H7 0.7966 2.7866 0.4663
H8 3.1458 -2.6112 -1.9055
H9 3.2304 -1.6936 -0.2067
H10 2.3699 -3.3537 -0.4023
H11 0.7247 0.4903 -3.1445
H12 2.0400 -0.7491 -3.5173
H13 2.4740 1.9295 -1.9426
H14 3.5935 0.9163 -3.0056
H15 3.2770 0.3598 -1.1927
H16 1.2185 -3.3340 2.3700
H17 0.5182 -3.6235 0.6557
H18 -0.3693 -2.3276 4.2548
H19 -1.5896 -0.8516 4.3291
H20 2.2726 0.5456 6.5108
H21 -1.4192 2.5942 2.7423
H22 -0.7745 1.6999 4.2287
H23 0.3947 2.6510 3.0980
C18 0.6267 1.4018 -6.5851
Br1 0.8426 -0.4934 -6.9431
Br2 -0.9895 1.7660 -5.5723
Br3 2.1979 2.1581 -5.7320
H24 0.5173 1.8985 -7.5499



Density functional theory data (the ωB97M-V functional and the def2-TZVPD basis) for a molecular structure, C18H24BrFeN5S2.

DFT total energy = -152581.547 eV
2S+1 = 6
Gap between HOMO and LUMO (spin up / spin down) = 0.332 / 0.207 Eh
Max |F| = 0.82 eV/A
Total charge = +3
HOMO level (spin up / spin down) = -17.84 / -17.93 eV
Energy relative to the best compared isomer or geometry (same formula, charge and spin) = 7.42 kcal/mol

Cartesian coordinates (Å):
Fe1 -0.2323 0.3778 1.5287
C1 0.5630 -5.2264 1.5963
C2 0.2490 -3.9243 2.2828
C3 0.0017 -3.8566 3.6528
C4 -0.2568 -2.6415 4.2827
C5 -0.2550 -1.5404 3.4714
Br1 -0.5517 0.2177 4.1326
N1 -0.0352 -1.5442 2.1541
C6 0.2163 -2.7348 1.5732
H1 0.2974 -6.0717 2.2266
H2 1.6302 -5.2935 1.3803
H3 0.0257 -5.3172 0.6532
H4 0.0190 -4.7621 4.2478
H5 -0.4410 -2.5719 5.3451
H6 0.4118 -2.7187 0.5079
N2 -1.2203 3.6588 1.6928
C7 -2.2245 2.8430 1.4984
N3 -2.0153 1.5270 1.1716
C8 -3.1873 0.9174 0.9427
C9 -3.3765 -0.4415 0.5375
C10 -4.6416 -0.8925 0.3758
C11 -5.7779 -0.0323 0.5910
C12 -5.6336 1.2976 0.9668
C13 -4.3528 1.7632 1.1358
S1 -3.8649 3.3528 1.5958
H7 -0.2639 3.3353 1.5933
H8 -1.3563 4.6336 1.9325
H9 -2.5355 -1.0872 0.3308
H10 -4.8246 -1.9131 0.0678
H11 -6.7702 -0.4397 0.4420
H12 -6.4985 1.9316 1.1129
C14 3.8992 -0.7286 -3.2459
C15 2.5062 -0.1287 -3.2665
N4 2.0041 0.2244 -1.9124
C16 2.0993 1.3387 -1.2097
S2 1.4499 1.4028 0.4334
N5 2.6894 2.4604 -1.5724
C17 3.4327 2.8334 -2.8033
C18 2.5374 3.4750 -3.8477
H13 4.1423 -1.1119 -4.2364
H14 3.9574 -1.5621 -2.5448
H15 4.6636 -0.0038 -2.9663
H16 1.7877 -0.8508 -3.6506
H17 2.4274 0.7480 -3.9011
H18 1.6124 -0.5428 -1.3946
H19 2.5924 3.1996 -0.8933
H20 3.9484 1.9591 -3.1805
H21 4.2040 3.5210 -2.4626
H22 1.6352 2.8856 -4.0200
H23 3.0748 3.5532 -4.7924
H24 2.2378 4.4810 -3.5557



Density functional theory data (the ωB97M-V functional and the def2-TZVPD basis) for a molecular structure, C18H24ClN6O6Pt.

DFT total energy = -56053.638 eV
Gap between HOMO and LUMO = 0.279 Eh
Max |F| = 0.94 eV/A
Total charge = -1
HOMO level = -5.54 eV
Energy relative to the best compared isomer or geometry (same formula, charge and spin) = 3.94 kcal/mol

Cartesian coordinates (Å):
Pt1 -1.2251 -0.5952 0.8566
N1 0.3186 -1.2521 2.1068
C1 -0.0719 -2.5044 2.7845
C2 -1.5325 -2.8962 2.5323
O1 -2.0798 -3.7658 3.2015
N2 -2.0364 -2.2384 1.4851
C3 -3.3743 -2.4394 0.9689
C4 -3.8755 -1.2043 0.1958
O2 -4.9915 -1.2031 -0.2798
O3 -3.0408 -0.1939 0.0821
H1 1.2138 -1.2765 1.6242
H2 0.4200 -0.4732 2.7457
H3 0.1163 -2.4495 3.8553
H4 0.5293 -3.3200 2.3824
H5 -4.0748 -2.6950 1.7641
H6 -3.3861 -3.2661 0.2518
C5 -2.4135 5.1913 0.3258
C6 -1.1935 5.5680 -0.5096
C7 -1.5051 5.5319 -2.0025
C8 0.0158 4.7069 -0.1357
N3 -0.2160 3.2781 -0.2885
C9 -0.4410 2.3555 0.6428
N4 -0.5687 1.2046 0.0358
N5 -0.4189 1.4260 -1.2827
N6 -0.2058 2.6695 -1.4867
H7 -3.2499 5.8532 0.1004
H8 -2.2070 5.2650 1.3963
H9 -2.7382 4.1704 0.1119
H10 -0.8918 6.5881 -0.2486
H11 -1.7463 4.5224 -2.3340
H12 -0.6574 5.8825 -2.5943
H13 -2.3604 6.1735 -2.2193
H14 0.2639 4.8568 0.9149
H15 0.8905 4.9625 -0.7325
H16 -0.4954 2.5263 1.7023
C10 -0.1636 -2.6880 -1.8104
C11 1.1973 -3.1947 -1.4191
C12 1.5195 -4.5345 -1.5744
C13 2.7585 -5.0230 -1.1868
Cl1 3.1180 -6.7213 -1.4051
C14 3.6982 -4.1896 -0.6197
C15 3.4012 -2.8406 -0.4638
C16 2.1719 -2.3351 -0.8799
O4 1.8346 -1.0310 -0.7872
C17 2.8864 -0.0666 -0.6807
C18 3.4213 0.1903 0.7513
O5 4.5972 0.5839 0.7915
O6 2.6037 0.0265 1.6894
H17 -0.8077 -3.5299 -2.0656
H18 -0.1238 -1.9976 -2.6550
H19 -0.6211 -2.1567 -0.9685
H20 0.7867 -5.2117 -1.9955
H21 4.6534 -4.5800 -0.2958
H22 4.1263 -2.1905 0.0078
H23 2.4510 0.8602 -1.0553
H24 3.7207 -0.3295 -1.3305



> Among the records above, which one has the highest DFT total energy?

C18H24ClN6O6Pt